Record 1
9
Properties=species:S:1:pos:R:3:lowdin_charge:R:1 method="wB97M-V/def2-TZVPD" max_force_ev_per_a=2.86 total_charge=0 gap_ev=7.9 homo_energy_ev=-7.9
C -0.9793 0.1950 -0.4666 -0.193
C -0.5134 0.1341 -4.3059 -0.812
N 0.2191 -0.2573 -0.3153 -0.057
F -0.5837 1.4648 -4.6594 0.010
F 0.4341 -0.5543 -4.9130 0.048
S -1.2263 -0.4427 -2.9654 0.807
H -1.1876 1.2136 -0.2480 -0.003
H 1.0236 0.2707 0.1473 0.132
H 0.4723 -1.1340 -0.7378 0.067

---

Record 2
84
Properties=species:S:1:pos:R:3:lowdin_charge:R:1 method="wB97M-V/def2-TZVPD" max_force_ev_per_a=11.23 total_charge=0 smiles=CCN(CC)CC.CCN(CC)CC.ClCCCl.ClCCCl.ClCCCl.ClCCCl.ClCCCl gap_ev=8.4 homo_energy_ev=-8.1
C -3.4708 0.7668 -2.9504 -0.087
C -4.0788 -0.4259 -2.4276 -0.281
N -3.2326 -1.5524 -2.0608 -0.169
C -3.6391 -2.6048 -1.2803 -0.302
C -4.9727 -3.0221 -1.4487 -0.098
C -2.4129 -2.1644 -3.2065 -0.152
C -1.0546 -2.7434 -2.7632 -0.049
H -4.1619 1.6274 -2.7653 0.111
H -3.1909 0.5457 -3.8962 0.038
H -2.6468 1.2370 -2.3684 0.075
H -4.8918 -0.7413 -3.0737 0.120
H -4.6991 -0.1708 -1.6315 0.095
H -3.7322 -1.8582 -0.3494 0.146
H -2.9306 -3.4462 -0.9982 0.158
H -5.8341 -2.6262 -1.9122 0.103
H -5.3743 -3.1302 -0.6256 0.001
H -4.8035 -3.9899 -1.6282 0.056
H -2.1080 -1.4597 -3.6873 -0.038
H -3.0970 -2.8103 -3.8693 0.158
H -1.1684 -3.4216 -2.1554 -0.040
H -0.5858 -2.0513 -2.2184 0.020
H -0.5927 -3.3082 -3.6117 0.122
C 5.1763 1.1060 4.7606 -0.096
C 5.3000 -0.4375 4.5051 -0.226
N 4.0312 -0.7937 3.7282 -0.199
C 4.2081 -1.6601 2.6497 -0.390
C 4.9017 -2.8185 2.7765 -0.137
C 3.0718 -1.3062 4.6398 -0.307
C 1.6450 -1.1489 4.1187 -0.109
H 5.2219 1.8375 3.7605 0.120
H 6.2122 1.2956 5.2276 0.070
H 4.2783 1.4116 5.3870 0.075
H 5.4191 -1.1126 5.2619 0.063
H 6.2001 -0.8994 3.9643 0.132
H 4.8089 -1.0269 2.0199 0.129
H 3.3515 -1.6855 2.0760 0.085
H 5.5764 -2.9373 3.5108 0.028
H 5.6255 -3.1340 2.0316 0.077
H 4.1497 -3.8246 2.8405 0.156
H 3.3395 -0.7857 5.6279 0.124
H 3.2531 -2.3957 4.9816 0.136
H 0.8279 -1.3726 4.7754 0.034
H 1.4858 -2.0717 3.3461 0.122
H 1.1663 -0.1500 3.8437 0.085
Cl -5.7291 4.9249 0.2328 0.530
C -5.8064 3.3885 1.1625 -0.652
C -5.0539 3.4241 2.4096 -0.641
Cl -5.6664 4.6515 3.5944 0.537
H -5.3505 2.5593 0.6355 0.078
H -6.8361 3.2447 1.3932 0.062
H -3.9393 3.4841 2.0895 0.074
H -5.2704 2.6788 2.8679 -0.055
Cl -1.6401 2.1568 1.5735 0.575
C -1.5025 0.7743 0.4470 -0.671
C -0.9049 -0.4668 1.0866 -0.759
Cl -1.7363 -0.9614 2.4792 0.628
H -1.0547 1.0548 -0.3925 -0.048
H -2.5239 0.4919 0.0523 0.080
H 0.1777 -0.1454 1.4798 0.092
H -0.6701 -1.1857 0.3474 0.031
Cl 0.1668 0.1020 -5.0673 0.488
C 0.3878 1.3757 -3.7234 -0.670
C -0.4147 2.6335 -4.0386 -0.722
Cl 0.5867 3.5071 -5.1756 0.573
H 1.5081 1.3199 -3.5564 0.072
H -0.1692 1.0296 -2.8071 0.035
H -0.6055 3.0992 -2.9709 0.102
H -1.4401 2.3789 -4.5624 0.101
Cl 2.0038 -1.0263 -0.9974 0.610
C 2.6614 -1.7650 -2.4052 -0.703
C 2.8695 -3.2043 -2.1491 -0.730
Cl 4.1491 -3.5294 -1.0056 0.586
H 3.5048 -1.1465 -2.5983 0.062
H 1.8381 -1.6859 -3.1385 0.053
H 3.0293 -3.8071 -3.0837 0.093
H 1.8889 -3.6549 -1.7295 0.094
Cl 2.3564 6.5022 -1.1065 0.525
C 1.4201 4.9928 -0.8897 -0.706
C 2.3472 3.7891 -0.9859 -0.616
Cl 1.3411 2.3323 -0.5685 0.567
H 0.7083 5.1896 -1.7896 0.076
H 0.7850 5.1239 0.0697 0.100
H 2.9950 3.7508 -0.1022 0.052
H 3.0175 3.8787 -1.9824 0.139

---

Record 3
14
Properties=species:S:1:pos:R:3:lowdin_charge:R:1 method="wB97M-V/def2-TZVPD" max_force_ev_per_a=5.06 total_charge=0 gap_ev=9.1 homo_energy_ev=-8.5
N 0.3702 -0.6174 -2.3647 -0.011
N 0.9485 0.1284 -1.2706 0.042
C 0.3191 0.1416 -0.1893 -0.587
N -1.0010 -0.1976 0.1525 -0.349
S -1.1912 -1.8906 0.3882 0.704
N 1.0338 0.6709 0.8328 0.076
C 0.4836 1.2490 1.9678 -0.230
O -0.7590 1.5770 2.0551 -0.058
H 0.8174 -0.4145 -3.2415 0.054
H -0.7253 -0.8003 -2.3127 0.112
H -1.4196 0.2476 0.9410 0.016
H -2.2795 -2.0851 -0.5727 -0.088
H 2.0540 0.5054 0.8611 0.158
H 1.3492 1.4857 2.7531 0.163

---

Record 4
21
Properties=species:S:1:pos:R:3:lowdin_charge:R:1 method="wB97M-V/def2-TZVPD" max_force_ev_per_a=4.95 total_charge=0 gap_ev=7.6 homo_energy_ev=-7.1
C 0.1445 -2.0674 2.3652 -0.462
C -0.7658 0.1541 -1.3311 -0.380
C -0.9802 1.4024 -2.1040 -0.228
C 0.3521 -0.5548 2.5379 -0.106
C -0.3897 -0.5068 1.2187 -0.568
C 2.1697 0.0381 -0.7570 -0.231
C -1.4176 2.5493 -1.5603 0.026
N -0.4611 -1.9136 1.1055 0.062
O 0.2164 -3.1184 2.9626 0.060
S 0.4578 0.3926 0.0073 1.022
H -0.5184 -0.5846 -1.9452 0.032
H -1.8199 -0.0369 -0.9575 0.129
H -0.7223 1.1451 -3.1298 0.101
H -0.2765 -0.1904 3.4864 0.160
H 1.2956 -0.2188 2.6825 0.057
H 2.0188 0.2366 -1.8579 0.052
H 2.4361 -1.0025 -0.6467 0.026
H 2.8550 0.7019 -0.1964 0.040
H -1.6122 3.4226 -2.0493 0.023
H -1.7732 2.5896 -0.5578 0.062
H -1.2093 -2.4379 0.7267 0.122

---

Calculated DFT total energy (a.u.), listed in the same order as above: -730.54912; -5579.16786; -772.17870; -801.31903